Below is an isolated molecule of C6H8F2P2, with properties calculated with the ωB97M-V functional and the def2-TZVPD basis.

Structure (XYZ):
```
18
Properties=species:S:1:pos:R:3:lowdin_charge:R:1
C 1.37 -2.48 1.16 -0.362
C 0.39 -1.46 1.08 -0.546
C -0.28 -0.90 -0.13 -0.663
C -0.47 0.57 -0.24 -0.644
C -0.04 1.62 0.77 -0.080
C -0.16 1.10 -1.67 -0.088
F -0.36 -1.00 2.29 -0.129
F 0.19 -1.61 -1.20 0.000
P 2.26 -1.11 1.43 1.071
P -2.01 -0.39 -0.11 1.061
H 1.30 -3.53 1.13 0.043
H -0.08 2.53 0.23 0.053
H 0.98 1.62 1.07 0.043
H -0.64 1.70 1.70 0.092
H -0.40 0.33 -2.53 0.112
H 0.83 1.37 -1.74 0.041
H -0.75 2.07 -1.81 0.103
H -2.12 -0.44 -1.41 -0.108
```

Computed properties:
- energy relative to the best compared isomer or geometry (same formula, charge and spin) (kcal per mole) = 0.0
- SMILES = CC1(C)P[C@]1(F)[C@@]1(F)C=P1
- charge = 0
- HOMO energy (eV) = -8.95
- spin multiplicity = 1
- LUMO level (eV) = -0.39
- energy (eV) = -30360.067